Density functional theory data (ωB97M-V with the def2-TZVPD basis set) for an isolated molecule of C4H8N2.

Lowest unoccupied orbital energy (Eh): 0.039
Orbital gap (eV): 9.35

```
! wB97M-V def2-TZVPD RIJCOSX def2/J DEFGRID3
* xyz 0 1
N -0.745 -1.318 -0.337
N -1.834 -0.439 -0.054
C -1.404 0.780 0.036
C 0.582 -1.130 0.241
C 1.129 0.190 -0.234
C -0.017 1.330 -0.071
H -2.302 1.359 0.209
H 1.629 0.102 -1.293
H -1.124 -2.312 -0.238
H 0.236 1.999 0.842
H 0.082 2.027 -0.868
H 0.474 -1.139 1.300
H 2.045 0.462 0.428
H 1.249 -1.910 0.039
*
```

Okay, here come the Löwdin numbers, in e, for every atom: number 1, N, carries -0.114; number 2, N, carries 0.021; number 3, C, carries -0.198; number 4, C, carries -0.259; number 5, C, carries -0.178; number 6, C, carries -0.153; number 7, H, carries 0.091; number 8, H, carries 0.131; number 9, H, carries 0.135; number 10, H, carries 0.130; number 11, H, carries 0.079; number 12, H, carries 0.102; number 13, H, carries 0.120; number 14, H, carries 0.094

---

Density functional theory data (ωB97M-V with the def2-TZVPD basis set) for a cluster of 7 separate species, C4H22NO8 in total.

Lowest unoccupied orbital energy (Eh): 0.117
Orbital gap (eV): 8.53

```
! wB97M-V def2-TZVPD RIJCOSX def2/J DEFGRID3
* xyz -1 1
O 1.107 -3.353 -0.894
O 0.936 0.512 2.002
O 2.591 1.833 0.305
O 2.111 -2.082 2.549
O -0.071 0.372 -3.249
O 0.498 3.199 -0.498
O -3.144 -2.067 1.481
O -1.393 1.659 -1.358
N -1.485 -0.532 -0.477
C -2.105 0.855 -0.589
C 1.033 -0.374 -0.551
C -0.306 0.088 1.539
C -0.210 -0.682 0.209
H 1.227 -1.009 -1.386
H -0.322 2.639 -0.984
H -0.154 -1.717 0.643
H 1.977 -1.197 2.176
H 1.760 -2.561 -0.724
H 0.082 3.807 0.101
H -1.272 -0.814 -1.449
H 0.362 1.223 -3.600
H -2.745 -1.280 1.792
H 1.222 1.146 1.274
H 2.003 -0.422 0.109
H -0.952 -0.421 2.256
H -2.363 1.323 0.391
H -2.543 -1.959 0.575
H -0.633 0.740 -2.524
H 1.184 -2.328 2.971
H -0.934 0.980 1.526
H 0.354 -2.928 -1.116
H 1.704 2.353 0.189
H 2.844 1.555 -0.505
H -3.090 0.818 -1.135
H 0.729 0.625 -1.050
*
```

Okay, here come the Löwdin numbers, in e, for every atom: number 1, O, carries -0.059; number 2, O, carries -0.100; number 3, O, carries -0.093; number 4, O, carries -0.117; number 5, O, carries -0.141; number 6, O, carries -0.146; number 7, O, carries -0.141; number 8, O, carries -0.286; number 9, N, carries -0.014; number 10, C, carries -0.410; number 11, C, carries -0.088; number 12, C, carries -0.255; number 13, C, carries -0.409; number 14, H, carries 0.047; number 15, H, carries 0.065; number 16, H, carries 0.128; number 17, H, carries -0.015; number 18, H, carries 0.083; number 19, H, carries 0.024; number 20, H, carries 0.108; number 21, H, carries 0.074; number 22, H, carries -0.053; number 23, H, carries 0.063; number 24, H, carries 0.124; number 25, H, carries 0.110; number 26, H, carries 0.099; number 27, H, carries 0.099; number 28, H, carries -0.038; number 29, H, carries 0.100; number 30, H, carries 0.096; number 31, H, carries -0.060; number 32, H, carries 0.028; number 33, H, carries -0.030; number 34, H, carries 0.112; number 35, H, carries 0.095

---

Density functional theory data (ωB97M-V with the def2-TZVPD basis set) for a structure of composition C61H51GeI2N3O4P2Ru.

⟨S²⟩: 8.782
Lowest unoccupied orbital energy (spin up / spin down) (Eh): 0.067 / 0.016
Orbital gap (spin up / spin down) (eV): 4.77 / 4.90

```
! wB97M-V def2-TZVPD RIJCOSX def2/J DEFGRID3
* xyz -1 6
I 4.583 1.324 -3.600
I 1.730 0.496 -2.513
Ru 0.455 -0.151 -0.125
Ge -1.313 -0.474 -3.328
P -1.197 1.311 0.940
P 2.423 -0.985 1.216
O 1.077 1.039 2.827
O -0.779 -1.995 1.247
O 1.459 2.797 -0.093
O 0.561 -1.965 -1.259
N -0.102 -6.573 -0.475
N 2.067 -4.164 -3.481
N 0.230 -3.131 -0.619
C 6.399 -0.456 0.085
C -1.306 4.105 0.418
C -1.891 3.349 4.443
C 3.445 0.384 5.523
C -1.976 -5.156 -3.652
C 2.788 -0.531 2.981
C -0.752 3.099 5.191
C -0.333 0.398 -1.846
C -5.960 0.851 -3.432
C -0.931 -3.154 -4.491
C -3.234 0.107 -3.313
C -2.235 -3.074 -2.478
C 3.108 -5.532 1.377
C -2.198 5.072 -1.602
C 0.283 2.329 4.695
C -4.043 0.894 0.706
C 2.264 -3.519 2.384
C -2.489 -4.433 -2.579
C -5.498 0.037 -2.403
C 5.289 1.670 0.073
C -2.002 2.832 3.162
C 0.213 -5.519 -0.860
C -0.149 0.573 -7.313
C 1.405 -4.207 -2.519
C -2.877 -0.316 2.413
C 1.289 1.857 6.957
C -2.844 0.552 1.317
C 0.154 1.921 -7.190
C 6.438 0.915 -0.120
C 4.187 -0.629 4.935
C -2.230 2.688 -1.277
C 2.423 3.410 5.338
C 0.608 -4.244 -1.341
C -0.582 -0.154 -6.205
C 0.009 2.548 -5.955
C 4.048 -0.339 0.612
C 3.246 -3.446 0.186
C 3.859 -1.084 3.666
C -0.976 2.071 2.615
C -1.479 -2.409 -3.449
C -5.272 -0.486 2.260
C -5.248 0.374 1.176
C -1.185 -4.518 -4.595
C 5.213 -1.085 0.457
C -0.698 0.450 -4.952
C -4.151 -0.312 -2.339
C -2.523 3.801 -2.056
C 2.482 -4.888 2.436
C 3.473 -4.814 0.248
C -0.410 1.816 -4.851
C -1.644 2.821 -0.019
C 2.365 0.964 4.869
C 0.138 1.821 3.401
C 1.578 2.123 5.474
C 2.675 -2.785 1.268
C -4.076 -0.837 2.877
C 4.108 1.047 0.444
C 2.079 0.499 3.589
C -3.724 0.930 -4.340
C -1.580 5.220 -0.369
C -5.065 1.312 -4.390
H -2.893 3.019 2.573
H -2.480 1.713 -1.651
H 2.219 1.755 7.516
H -3.000 3.657 -3.019
H 5.212 -2.153 0.620
H 0.733 2.682 7.404
H -6.175 0.662 0.690
H 7.354 1.392 -0.453
H -0.833 -1.200 -6.331
H -0.036 0.077 -8.271
H 3.728 0.738 6.509
H -3.816 -0.907 -1.497
H 4.442 -1.871 3.201
H -2.611 -2.535 -1.617
H 3.496 -2.901 -0.715
H -4.072 -1.502 3.733
H 3.917 -5.319 -0.601
H -2.692 3.949 4.859
H 0.238 3.602 -5.849
H 1.880 4.267 5.748
H 5.034 -1.053 5.464
H 3.214 1.634 0.613
H -4.066 1.574 -0.131
H 0.499 2.482 -8.051
H -0.676 3.528 6.184
H -3.073 -4.932 -1.816
H -0.736 -5.085 -5.402
H -6.183 -0.328 -1.644
H -6.214 -0.867 2.634
H -2.170 -6.219 -3.730
H 3.370 3.297 5.876
H -1.722 -2.038 1.051
H -2.427 5.942 -2.208
H 0.710 0.939 7.075
H 0.738 3.364 -0.399
H -3.049 1.280 -5.113
H -0.509 2.318 -3.893
H 1.767 -3.014 3.204
H -5.411 1.972 -5.179
H 7.298 -1.049 -0.051
H -0.334 -2.688 0.593
H -0.268 -2.690 -5.209
H 2.646 3.609 4.288
H -0.830 4.244 1.381
H -1.314 6.209 -0.012
H -1.955 -0.577 2.917
H 2.163 -5.451 3.305
H -7.007 1.130 -3.481
H 3.289 -6.600 1.421
H 2.096 2.760 -0.823
H 5.306 2.743 -0.086
*
```

Löwdin population analysis, charges in e, atoms 1 to 99: number 1, I, carries -0.391; number 2, I, carries 0.820; number 3, Ru, carries 0.812; number 4, Ge, carries 0.883; number 5, P, carries 1.087; number 6, P, carries 1.086; number 7, O, carries -0.015; number 8, O, carries -0.195; number 9, O, carries -0.136; number 10, O, carries -0.468; number 11, N, carries 0.100; number 12, N, carries 0.133; number 13, N, carries -0.111; number 14, C, carries -0.075; number 15, C, carries -0.111; number 16, C, carries -0.062; number 17, C, carries -0.026; number 18, C, carries -0.091; number 19, C, carries -0.240; number 20, C, carries -0.023; number 21, C, carries -0.812; number 22, C, carries -0.099; number 23, C, carries -0.115; number 24, C, carries -0.252; number 25, C, carries -0.125; number 26, C, carries -0.081; number 27, C, carries -0.078; number 28, C, carries -0.086; number 29, C, carries -0.091; number 30, C, carries -0.097; number 31, C, carries -0.090; number 32, C, carries -0.096; number 33, C, carries -0.122; number 34, C, carries -0.090; number 35, C, carries -0.249; number 36, C, carries -0.084; number 37, C, carries -0.249; number 38, C, carries -0.118; number 39, C, carries -0.033; number 40, C, carries -0.330; number 41, C, carries -0.092; number 42, C, carries -0.110; number 43, C, carries -0.060; number 44, C, carries -0.120; number 45, C, carries -0.008; number 46, C, carries -0.337; number 47, C, carries -0.092; number 48, C, carries -0.080; number 49, C, carries -0.346; number 50, C, carries -0.120; number 51, C, carries -0.069; number 52, C, carries -0.261; number 53, C, carries -0.266; number 54, C, carries -0.083; number 55, C, carries -0.083; number 56, C, carries -0.092; number 57, C, carries -0.084; number 58, C, carries -0.328; number 59, C, carries -0.125; number 60, C, carries -0.055; number 61, C, carries -0.077; number 62, C, carries -0.072; number 63, C, carries -0.174; number 64, C, carries -0.347; number 65, C, carries -0.094; number 66, C, carries -0.193; number 67, C, carries -0.424; number 68, C, carries -0.373; number 69, C, carries -0.067; number 70, C, carries -0.141; number 71, C, carries -0.180; number 72, C, carries -0.101; number 73, C, carries -0.076; number 74, C, carries -0.093; number 75, H, carries 0.119; number 76, H, carries 0.049; number 77, H, carries 0.074; number 78, H, carries 0.107; number 79, H, carries 0.092; number 80, H, carries 0.072; number 81, H, carries 0.101; number 82, H, carries 0.104; number 83, H, carries 0.081; number 84, H, carries 0.099; number 85, H, carries 0.109; number 86, H, carries 0.083; number 87, H, carries 0.116; number 88, H, carries 0.081; number 89, H, carries 0.118; number 90, H, carries 0.107; number 91, H, carries 0.113; number 92, H, carries 0.105; number 93, H, carries 0.101; number 94, H, carries 0.087; number 95, H, carries 0.105; number 96, H, carries 0.066; number 97, H, carries 0.089; number 98, H, carries 0.098; number 99, H, carries 0.110

---

Energy relative to the best compared isomer or geometry (same formula, charge and spin) values (in kcal per mole) by entry order: 44.3, 64.8, 58.3.